DFT (ωB97M-V/def2-TZVPD) results for a 10-piece molecular cluster, C40H80O10 overall in a non-equilibrium geometry.

The SMILES is C1CCOC1.C1CCOC1.C1CCOC1.C1CCOC1.C1CCOC1.C1CCOC1.C1CCOC1.C1CCOC1.C1CCOC1.C1CCOC1. As for the maximum force: 1.85 eV Å⁻¹. The spin multiplicity is 1. For the relative energy (zero: lowest compared OMol25 entry of this formula, charge and spin), the calculation gives 162.3 kJ/mol. The total charge is 0. The orbital gap is 9.37 eV. The LUMO energy comes out at 0.167 eV. For the HOMO energy, the calculation gives -9.2 eV.

Each line ends with the Mulliken charge.
Element x y z (Å)
C 26.443 16.641 -18.330  -0.2674
H 20.137 14.141 -17.629  -0.9546
C 16.478 12.457 -15.728  -0.7398
H 25.366 11.753 -16.808  0.3355
H 20.957 14.929 -15.092  -0.1403
H 20.047 12.783 -18.686  0.3839
H 18.958 15.900 -16.319  0.0796
O 23.822 13.806 -25.127  -0.4668
C 25.911 18.145 -16.584  -0.5251
H 25.609 13.665 -15.461  0.2921
H 16.660 14.377 -24.140  0.3740
H 23.867 19.236 -22.140  0.3813
H 23.678 10.534 -21.247  0.2661
C 24.306 13.536 -23.794  -0.1229
H 24.155 18.322 -17.809  0.3129
H 25.184 12.901 -23.893  0.4360
C 21.933 13.596 -23.691  0.4363
H 18.262 7.965 -21.299  0.2558
H 23.621 8.872 -19.090  0.2668
H 21.930 13.831 -25.875  0.3269
C 24.602 11.934 -16.056  -0.3010
C 24.701 18.544 -22.023  -0.5886
H 21.705 14.455 -23.057  -0.5006
O 22.483 14.801 -19.297  -0.4076
H 18.806 11.500 -21.215  -0.1746
H 23.581 16.713 -22.526  -0.0622
H 23.175 12.939 -22.057  -0.1409
C 20.504 13.773 -18.586  0.6191
H 21.677 15.932 -20.763  0.2545
H 26.525 17.210 -19.266  0.0572
O 25.522 16.424 -21.859  -0.4620
H 17.384 8.350 -22.876  0.3098
C 25.569 18.333 -23.266  -0.7937
H 16.349 15.633 -21.417  0.2358
O 18.624 11.684 -15.096  -0.4374
H 21.068 12.951 -23.840  0.1505
H 18.738 15.479 -24.473  0.2583
C 22.106 9.150 -22.059  -0.2514
H 19.267 15.216 -19.599  0.4303
H 21.202 9.682 -22.333  0.1100
H 20.775 7.646 -21.216  -0.0762
O 22.605 7.599 -20.292  -0.4572
H 16.452 11.507 -20.760  0.3509
C 25.018 16.349 -17.896  1.3582
H 17.759 16.153 -13.491  0.2512
H 20.986 17.315 -15.004  0.1917
C 17.777 8.720 -21.921  -0.4518
H 16.286 17.947 -22.412  0.3547
H 18.180 14.771 -15.332  -0.5549
C 18.838 15.643 -15.263  0.4984
H 24.265 16.155 -18.657  -0.5906
H 24.253 13.931 -13.425  0.4414
C 23.921 13.188 -14.146  -0.4168
H 26.202 19.196 -23.475  0.3830
H 16.887 13.547 -13.851  -0.1188
H 21.216 16.424 -19.072  0.1722
C 24.358 11.772 -13.732  -0.5434
H 18.301 11.579 -22.961  0.1749
H 25.081 15.432 -17.309  -0.4932
H 22.072 6.942 -22.198  0.2714
C 16.662 9.401 -21.136  -0.7103
H 24.949 18.227 -24.160  0.3044
O 17.996 16.999 -23.206  -0.4649
C 21.402 15.596 -19.765  -0.5152
H 23.247 11.745 -23.379  -0.0624
H 22.835 13.194 -14.254  -0.0155
H 23.614 11.718 -16.504  0.1108
H 26.037 17.924 -15.525  0.3072
H 25.221 11.835 -13.065  0.2593
H 27.324 17.157 -22.700  0.3207
O 26.946 17.476 -17.261  -0.4890
C 16.581 17.096 -23.021  -0.5141
H 25.963 19.216 -16.783  0.2801
H 15.695 12.319 -13.677  0.4242
C 20.498 16.809 -14.156  -0.4829
H 15.730 8.833 -21.191  0.4178
H 23.836 17.395 -16.360  0.0812
H 16.223 17.265 -24.046  0.2725
H 15.102 15.480 -22.685  0.3531
C 23.123 12.799 -23.142  0.5519
C 20.135 15.363 -14.519  0.2367
H 26.239 16.322 -23.795  0.1886
O 19.268 17.428 -13.769  -0.4405
H 23.529 11.197 -13.318  0.3073
H 24.544 14.487 -23.304  -0.2737
H 25.320 18.858 -21.181  0.2916
H 23.995 14.086 -16.127  -0.3719
C 20.190 14.657 -19.779  -0.0139
H 24.455 8.370 -20.643  0.2814
C 22.475 14.210 -25.006  -0.6746
H 16.798 9.411 -20.048  0.1873
H 15.833 11.593 -15.944  0.3273
C 22.026 13.653 -18.563  0.7171
C 24.556 13.376 -15.531  0.4567
H 20.070 14.150 -20.737  -0.1825
H 22.490 12.834 -19.097  0.0156
H 22.784 9.021 -22.907  0.2466
H 19.107 15.308 -22.777  -0.3352
C 22.890 9.843 -20.934  0.1826
C 21.834 7.745 -21.490  -0.0857
H 16.045 13.248 -16.340  0.3224
O 24.811 11.118 -14.928  -0.4616
C 16.725 10.885 -21.609  -0.4243
C 16.133 15.758 -22.480  -0.5488
C 24.582 17.576 -17.134  -0.4006
H 16.051 10.932 -22.465  0.2973
H 23.830 16.959 -20.790  -0.3896
H 18.374 13.069 -16.545  -0.4561
H 17.384 10.604 -13.829  0.2982
C 18.329 15.649 -23.470  0.3200
C 17.901 12.135 -16.220  0.4489
C 18.193 11.069 -22.002  0.1555
H 17.919 11.466 -17.078  0.3544
H 22.310 13.776 -17.517  -0.6652
C 17.788 11.625 -13.944  -0.5044
C 18.190 16.681 -14.354  -0.6490
C 16.607 12.552 -14.225  -0.1402
H 21.174 16.931 -13.303  0.3350
C 26.269 16.992 -22.926  -0.2737
H 20.009 14.759 -13.620  0.2475
H 22.386 15.302 -25.043  0.3035
C 23.529 8.695 -20.157  -0.5603
O 18.720 9.749 -22.272  -0.3897
H 17.368 17.226 -14.817  0.3641
H 27.086 15.766 -18.401  0.3336
C 24.280 17.108 -21.771  0.7250
C 17.066 14.779 -23.213  -0.0415
H 18.393 11.838 -13.066  0.3342
H 22.271 10.472 -20.291  -0.1713
H 17.425 13.948 -22.605  -0.2341